A 12-piece molecular cluster, C21H44Cl2N12O26 overall. Source: the OMol25 dataset; level of theory: ωB97M-V with the def2-TZVPD basis set.

Geometry as ORCA input:
```
! wB97M-V def2-TZVPD RIJCOSX def2/J DEFGRID3
* xyz 0 1
C -2.24 -0.79 -5.63
C -2.41 -0.44 -4.04
O -3.43 0.38 -3.73
N -1.49 -1.09 -2.95
C -1.12 -0.09 -1.94
C -2.25 -2.28 -2.60
C -1.92 -3.69 -3.08
C -0.65 -4.26 -3.88
Cl 0.80 -3.05 -4.08
C -0.84 -5.18 -5.20
C 0.71 -5.66 -5.66
Cl -1.66 -4.22 -6.53
C -3.24 -4.52 -2.69
O -3.77 -5.36 -3.59
O -4.06 -3.85 -1.71
C -3.47 -2.53 -1.56
O -3.52 -1.94 -0.38
H -1.28 -1.48 -5.70
H -3.14 -1.49 -5.99
H -2.12 0.16 -6.32
H 0.05 -0.27 -1.72
H -1.76 -0.12 -0.96
H -1.16 0.99 -2.43
H -0.14 -5.02 -3.08
H -1.40 -6.16 -4.95
H 0.69 -6.67 -6.25
H 1.37 -5.83 -4.68
H 1.26 -4.85 -6.30
C -1.37 -3.58 1.67
N 0.02 -3.04 1.76
O 0.28 -2.03 1.10
O 0.81 -3.65 2.50
H -1.95 -2.94 1.00
H -1.30 -4.59 1.29
H -1.79 -3.56 2.68
C 2.46 2.44 0.24
N 1.52 2.11 -0.87
O 0.99 1.00 -0.84
O 1.36 2.97 -1.73
H 2.51 1.60 0.93
H 3.44 2.64 -0.20
H 2.06 3.33 0.75
C -6.81 -0.86 -5.05
N -6.32 -1.32 -6.38
O -5.55 -2.28 -6.40
O -6.72 -0.69 -7.37
H -6.37 -1.50 -4.28
H -6.49 0.17 -4.92
H -7.90 -0.95 -5.06
C 0.04 3.56 3.97
N 1.11 3.18 3.00
O 1.87 4.07 2.62
O 1.14 1.99 2.65
H 0.13 4.62 4.19
H -0.92 3.34 3.50
H 0.19 2.96 4.87
C -2.11 3.72 -0.33
N -2.33 3.79 1.14
O -1.68 3.00 1.84
O -3.14 4.63 1.55
H -1.38 2.94 -0.54
H -3.07 3.49 -0.79
H -1.74 4.70 -0.65
C -2.63 2.69 7.03
N -1.24 3.23 7.12
O -0.98 4.24 6.46
O -0.46 2.62 7.86
H -3.21 3.32 6.36
H -2.56 1.67 6.65
H -3.05 2.71 8.04
C 4.77 4.89 4.40
N 5.83 4.51 3.43
O 6.60 5.40 3.05
O 5.87 3.32 3.07
H 4.85 5.95 4.62
H 3.81 4.67 3.93
H 4.92 4.29 5.30
C 2.88 9.45 5.53
N 3.30 8.03 5.34
O 2.44 7.23 4.95
O 4.48 7.76 5.60
H 1.82 9.54 5.27
H 3.04 9.70 6.58
H 3.49 10.06 4.87
C 1.95 -8.11 -9.85
N 1.74 -8.05 -8.38
O 2.38 -8.83 -7.68
O 0.93 -7.21 -7.97
H 2.69 -8.89 -10.06
H 0.99 -8.35 -10.31
H 2.32 -7.14 -10.17
C -3.29 -7.87 0.95
N -1.91 -7.33 1.04
O -1.65 -6.32 0.37
O -1.12 -7.94 1.77
H -3.87 -7.24 0.27
H -3.23 -8.89 0.56
H -3.72 -7.85 1.95
C 8.03 5.76 6.98
N 7.00 5.28 7.95
O 7.28 5.36 9.15
O 5.95 4.84 7.47
H 8.90 6.12 7.54
H 8.30 4.91 6.34
H 7.58 6.57 6.40
*
```

Calculated values
Electronic energy, eV: -118612.0727
Lowest unoccupied orbital energy, eV: -1.68
Structure (SMILES): CC(=O)N(C)C1=C([C@H](Cl)[C@H](C)Cl)C(=O)OC1=O.C[N+](=O)[O-].C[N+](=O)[O-].C[N+](=O)[O-].C[N+](=O)[O-].C[N+](=O)[O-].C[N+](=O)[O-].C[N+](=O)[O-].C[N+](=O)[O-].C[N+](=O)[O-].C[N+](=O)[O-].C[N+](=O)[O-]
HOMO-LUMO gap, eV: 7.68

=====

The molecule C4H4S. Source: the OMol25 dataset; level of theory: ωB97M-V with the def2-TZVPD basis set.

Geometry as ORCA input:
```
! wB97M-V def2-TZVPD RIJCOSX def2/J DEFGRID3
* xyz 0 1
C -0.70 0.70 -1.81
C -0.25 0.26 -0.69
C 0.47 -0.68 1.51
C 0.59 0.28 0.61
S -1.37 -0.97 -1.52
H -0.79 1.45 -2.56
H 1.04 -0.67 2.42
H -0.21 -1.51 1.36
H 1.23 1.14 0.69
*
```

Calculated values
Electronic energy, eV: -15044.7586
Lowest unoccupied orbital energy, eV: 0.62
Structure (SMILES): C=CC1=CS1
HOMO-LUMO gap, eV: 8.26
Energy above the lowest of the compared OMol25 structures with the same formula, charge and spin, kcal per mole: 67.4

=====

A 12-piece molecular cluster, C29H70Cl12NO14 overall. Source: the OMol25 dataset; level of theory: ωB97M-V with the def2-TZVPD basis set.

Geometry as ORCA input:
```
! wB97M-V def2-TZVPD RIJCOSX def2/J DEFGRID3
* xyz 1 1
C -5.83 23.72 28.52
C -5.16 22.34 28.37
C -4.86 21.59 29.69
C -4.19 22.44 30.84
N -3.80 21.49 31.99
C -5.03 20.63 32.48
C -4.84 20.50 34.05
C -3.68 21.47 34.43
C -3.43 22.35 33.23
C -2.61 20.62 31.47
H -5.29 24.42 29.15
H -6.91 23.61 28.51
H -5.65 24.13 27.52
H -4.18 22.51 27.92
H -5.54 21.61 27.65
H -4.29 20.70 29.43
H -5.83 21.17 29.96
H -4.85 23.17 31.31
H -3.34 23.05 30.55
H -5.00 19.66 31.97
H -5.96 21.13 32.19
H -4.46 19.54 34.40
H -5.83 20.67 34.47
H -2.77 20.88 34.58
H -3.79 22.10 35.31
H -2.36 22.57 33.16
H -4.04 23.24 33.35
H -2.16 20.15 32.35
H -1.85 21.28 31.06
H -3.07 19.84 30.86
C -2.31 27.62 23.47
Cl -3.75 28.55 22.97
Cl -1.45 27.11 21.93
Cl -1.22 28.64 24.50
Cl -2.82 26.10 24.38
C -5.69 18.64 22.77
Cl -6.26 18.50 21.15
Cl -6.95 18.40 24.01
Cl -4.43 17.44 23.04
Cl -4.84 20.16 22.98
C -9.68 23.86 38.17
C -8.52 23.02 37.53
O -8.80 22.75 36.24
O -10.37 22.94 39.05
H -10.33 24.34 37.43
H -9.15 24.70 38.63
H -8.33 22.11 38.10
H -7.59 23.58 37.57
H -9.36 21.98 36.22
H -11.07 23.51 39.37
C -13.23 25.40 30.71
C -12.15 25.48 29.64
O -11.20 26.47 30.18
O -13.77 26.70 30.96
H -12.73 25.06 31.62
H -14.04 24.76 30.36
H -12.55 25.80 28.67
H -11.64 24.53 29.51
H -11.81 27.18 30.38
H -14.50 26.88 30.36
C -7.89 14.91 30.34
C -8.81 15.77 31.24
O -8.53 17.16 30.91
O -6.54 15.05 30.71
H -7.94 15.23 29.30
H -8.11 13.85 30.44
H -8.63 15.59 32.30
H -9.87 15.55 31.12
H -8.95 17.63 31.63
H -6.50 16.00 30.65
C -12.09 20.45 30.96
C -11.69 20.79 32.39
O -10.77 19.76 32.94
O -10.89 20.56 30.23
H -12.87 21.05 30.49
H -12.37 19.40 30.87
H -12.66 20.63 32.86
H -11.33 21.80 32.58
H -10.94 19.78 33.89
H -10.26 19.85 30.37
C -10.39 17.43 37.01
C -10.95 18.63 37.84
O -11.14 19.78 37.13
O -8.97 17.57 36.90
H -10.88 17.19 36.07
H -10.52 16.57 37.67
H -10.44 18.74 38.79
H -11.98 18.39 38.12
H -11.21 20.54 37.71
H -8.61 17.43 37.78
C -3.86 15.41 40.41
C -4.83 15.47 39.29
O -6.19 15.58 39.61
O -4.22 14.37 41.26
H -3.82 16.37 40.92
H -2.85 15.28 40.01
H -4.67 14.74 38.50
H -4.73 16.29 38.57
H -6.40 14.88 40.22
H -3.93 14.59 42.15
C -4.07 28.46 31.89
C -2.90 28.89 31.00
O -2.10 29.82 31.59
O -3.56 27.49 32.86
H -4.81 27.85 31.36
H -4.56 29.18 32.55
H -3.15 29.08 29.96
H -2.22 28.04 30.95
H -1.74 29.46 32.40
H -2.81 27.85 33.34
Cl 0.98 16.11 31.27
C 2.39 16.27 30.18
C 2.11 17.23 29.01
Cl 2.00 18.90 29.63
H 2.55 15.25 29.83
H 3.30 16.55 30.70
H 1.13 16.99 28.61
H 2.84 17.13 28.20
Cl 1.55 19.05 35.60
C 3.33 19.04 35.32
C 3.93 20.23 34.61
Cl 3.67 21.65 35.65
H 3.57 18.05 34.93
H 3.71 19.07 36.34
H 3.41 20.48 33.69
H 4.97 20.02 34.36
*
```

Calculated values
Electronic energy, eV: -211618.4550
Lowest unoccupied orbital energy, eV: -2.07
HOMO-LUMO gap, eV: 9.41

=====

A 2-piece molecular cluster, C3H9N3P overall. Source: the OMol25 dataset; level of theory: ωB97M-V with the def2-TZVPD basis set.

Geometry as ORCA input:
```
! wB97M-V def2-TZVPD RIJCOSX def2/J DEFGRID3
* xyz 1 1
C -0.35 1.07 1.12
C 1.41 0.01 0.43
C 2.33 0.11 -0.82
N 0.96 1.21 0.97
N -0.93 -0.08 0.73
N 0.08 -0.94 0.37
P -4.17 0.20 -0.22
H -1.06 1.81 1.38
H 2.10 -0.54 1.21
H 3.09 0.96 -0.56
H 1.86 0.66 -1.60
H 2.79 -0.84 -1.18
H -0.03 -1.36 -0.54
H 0.28 -1.71 1.07
H -3.23 -0.28 -1.19
H -5.13 -0.27 -1.18
*
```

Calculated values
Electronic energy, eV: -17003.9035
Lowest unoccupied orbital energy (alpha / beta), eV: -4.01 / -7.29
HOMO-LUMO gap (alpha / beta), eV: 9.59 / 4.43
Energy above the lowest of the compared OMol25 structures with the same formula, charge and spin, kcal per mole: 115.5

=====

C59H76BrCl3IrN2O2S2Sb2Si as an isolated structure. Source: the OMol25 dataset; level of theory: ωB97M-V with the def2-TZVPD basis set.

Geometry as ORCA input:
```
! wB97M-V def2-TZVPD RIJCOSX def2/J DEFGRID3
* xyz 3 1
Ir 0.73 0.62 -0.16
C -3.61 -1.92 0.65
C -3.31 -1.28 2.00
C -2.14 -0.29 2.00
Sb -0.03 -0.71 2.08
C 0.23 -1.02 4.14
C 1.51 -1.28 4.64
C 1.66 -1.62 5.98
C 0.55 -1.70 6.81
C -0.72 -1.42 6.31
C -0.88 -1.07 4.98
C 0.67 -2.61 1.41
C 0.81 -3.71 2.25
C 1.37 -4.89 1.76
C 1.77 -4.98 0.43
C 1.65 -3.89 -0.42
C 1.11 -2.71 0.08
Sb -2.13 -3.27 -0.10
C -2.46 -5.02 0.98
C -2.68 -6.21 0.28
C -2.98 -7.37 0.99
C -3.04 -7.34 2.38
C -2.80 -6.15 3.07
C -2.50 -5.00 2.38
C -2.72 -3.72 -2.05
C -1.86 -4.43 -2.89
C -2.28 -4.80 -4.16
C -3.56 -4.44 -4.59
C -4.41 -3.73 -3.76
C -4.00 -3.35 -2.49
H -3.76 -1.14 -0.10
H -4.50 -2.56 0.68
H -3.21 -2.05 2.77
H -4.19 -0.70 2.28
H -2.20 0.35 2.88
H -2.20 0.35 1.12
H 2.38 -1.23 4.00
H 2.65 -1.83 6.37
H 0.67 -1.97 7.85
H -1.58 -1.47 6.97
H -1.88 -0.85 4.61
H 0.51 -3.66 3.28
H 1.48 -5.74 2.42
H 2.20 -5.91 0.06
H 1.98 -3.95 -1.45
H 1.03 -1.85 -0.59
H -2.64 -6.25 -0.80
H -3.16 -8.29 0.46
H -3.27 -8.24 2.93
H -2.85 -6.14 4.16
H -2.30 -4.08 2.93
H -0.87 -4.72 -2.55
H -1.62 -5.36 -4.81
H -3.89 -4.74 -5.58
H -5.40 -3.46 -4.10
H -4.68 -2.80 -1.85
C 4.93 -0.69 2.82
C 5.63 -0.88 1.46
C 7.15 -1.01 1.69
C 5.10 -2.21 0.89
Si 5.43 0.55 0.26
Br 2.93 1.17 0.74
C 5.30 0.13 -1.57
C 5.13 1.39 -2.42
C 4.15 -0.82 -1.92
C 6.65 -0.55 -1.95
C 6.15 2.21 0.75
C 6.12 2.41 2.28
C 5.46 3.44 0.13
C 7.62 2.17 0.27
H 5.17 -1.56 3.44
H 3.85 -0.64 2.70
H 5.25 0.20 3.36
H 7.33 -1.88 2.33
H 7.59 -0.14 2.17
H 7.70 -1.19 0.76
H 5.29 -2.99 1.63
H 5.60 -2.51 -0.03
H 4.02 -2.17 0.72
H 4.23 1.96 -2.15
H 5.03 1.09 -3.47
H 5.99 2.05 -2.36
H 3.18 -0.41 -1.63
H 4.25 -1.81 -1.48
H 4.15 -0.95 -3.01
H 7.51 0.10 -1.76
H 6.63 -0.77 -3.02
H 6.81 -1.49 -1.42
H 5.10 2.41 2.67
H 6.56 3.38 2.50
H 6.70 1.66 2.82
H 4.41 3.51 0.38
H 5.56 3.49 -0.95
H 5.96 4.33 0.54
H 8.21 1.38 0.73
H 8.09 3.12 0.54
H 7.70 2.07 -0.82
Cl -6.07 10.46 -1.71
C -5.20 9.04 -1.27
C -5.12 7.98 -2.16
C -4.43 6.83 -1.78
C -3.83 6.73 -0.53
C -3.11 5.46 -0.15
C -1.68 5.52 -0.67
N -0.88 4.42 -0.10
C -0.26 4.41 1.13
C 0.29 3.18 1.27
N -0.03 2.43 0.14
C -0.71 3.23 -0.66
O -3.65 4.29 -0.71
C -4.72 3.73 0.05
C -5.89 4.63 0.22
C -6.81 4.87 -0.75
Cl -6.82 4.17 -2.32
S -7.99 6.00 -0.29
C -7.28 6.18 1.25
C -6.18 5.40 1.40
C -3.91 7.82 0.32
Cl -3.12 7.78 1.88
C -4.59 8.97 -0.03
H -5.59 8.05 -3.13
H -4.39 5.99 -2.46
H -3.08 5.37 0.94
H -1.21 6.47 -0.43
H -1.70 5.39 -1.75
H -0.25 5.27 1.77
H 0.86 2.77 2.09
H -1.14 2.96 -1.62
H -4.34 3.43 1.03
H -5.00 2.83 -0.51
H -7.72 6.85 1.98
H -5.58 5.37 2.30
H -4.64 9.81 0.65
C 1.12 0.05 -4.02
C -0.09 0.86 -3.58
S -1.29 -0.16 -2.74
O -0.79 -0.29 -1.28
C -2.70 0.96 -2.74
C -3.65 0.64 -3.89
H 1.84 0.69 -4.53
H 0.83 -0.75 -4.71
H 1.63 -0.40 -3.16
H -0.61 1.32 -4.43
H 0.17 1.64 -2.86
H -2.33 1.98 -2.78
H -3.16 0.78 -1.76
H -3.21 0.89 -4.86
H -4.56 1.22 -3.78
H -3.92 -0.42 -3.89
*
```

Calculated values
Electronic energy, eV: -222538.2508
Lowest unoccupied orbital energy (alpha / beta), eV: -9.78 / -9.79
HOMO-LUMO gap (alpha / beta), eV: 3.35 / 3.32

=====

An isolated ion of composition C4H3O4 and charge -1. Source: the OMol25 dataset; level of theory: ωB97M-V with the def2-TZVPD basis set.

Geometry as ORCA input:
```
! wB97M-V def2-TZVPD RIJCOSX def2/J DEFGRID3
* xyz -1 1
C -0.01 -0.03 -0.05
C -0.88 -1.05 0.00
C -1.94 0.84 0.05
C 1.52 -0.11 -0.15
O 2.02 -1.30 0.36
O -2.81 1.74 0.08
O -0.66 1.17 0.03
O -2.11 -0.44 0.15
H 1.95 0.11 -1.19
H 1.11 -1.71 0.29
H 1.82 0.78 0.44
*
```

Calculated values
Electronic energy, eV: -12385.5313
Lowest unoccupied orbital energy, eV: 4.04
HOMO-LUMO gap, eV: 7.91
Energy above the lowest of the compared OMol25 structures with the same formula, charge and spin, kcal per mole: 51.8